{
  "formula": "CH5NS",
  "method": "wB97M-V/def2-TZVPD",
  "symbols": ["C", "N", "H", "H", "H", "S", "H", "H"],
  "xyz": [[0.3326, 5.4534, -0.8467], [-0.4753, 4.6572, -0.2800], [0.1673, 6.5055, -1.0891], [1.3385, 5.0792, -1.0552], [-1.4072, 5.0917, -0.3233], [0.0272, -4.5836, 0.4352], [-0.5438, -4.6785, 1.6668], [1.1764, -4.0258, 0.8569]],
  "atomic_forces_ev_per_a": [[0.7, -0.5, 0.4], [-0.5, 0.5, -1.1], [-0.4, -0.1, -0.3], [0.0, 0.2, 0.2], [0.2, -0.1, 0.7], [-0.2, 0.0, 0.3], [0.4, 0.1, -0.4], [-0.2, -0.1, 0.2]],
  "mulliken_charge": [-0.238, -0.464, 0.216, 0.243, 0.244, -0.297, 0.149, 0.147],
  "homo_lumo_gap_ev": 10.822,
  "homo_ha": -0.358,
  "lumo_energy_ev": 1.087
}

{
  "formula": "CH5NS2",
  "method": "wB97M-V/def2-TZVPD",
  "symbols": ["C", "N", "S", "S", "H", "H", "H", "H", "H"],
  "xyz": [[0.8357, -1.6505, -0.4305], [-0.7490, 2.0304, 0.5664], [1.9341, -0.5818, 0.5566], [1.9912, 1.0696, -0.4597], [1.3518, -1.9338, -1.3451], [-0.0629, -1.0847, -0.6554], [0.6014, -2.5259, 0.1622], [-0.3768, 2.5735, 1.3394], [-0.8139, 2.6633, -0.2274]],
  "atomic_forces_ev_per_a": [[0.4, 0.3, 0.0], [1.4, -1.1, -0.8], [-0.2, -0.3, -0.2], [-1.7, 0.6, 0.8], [-0.1, 0.0, 0.0], [-0.1, 0.0, 0.0], [0.0, -0.2, 0.1], [0.2, 0.3, 0.1], [0.0, 0.3, 0.0]],
  "mulliken_charge": [-0.744, -0.518, 0.098, -0.101, 0.301, 0.294, 0.279, 0.201, 0.190],
  "homo_lumo_gap_ev": [5.561, 5.560],
  "homo_ha": [-0.296, -0.296],
  "lumo_energy_ev": [-2.504, -2.504]
}

{
  "formula": "CH5O2P",
  "method": "wB97M-V/def2-TZVPD",
  "symbols": ["C", "O", "O", "P", "H", "H", "H", "H", "H"],
  "xyz": [[1.7329, -0.3885, 0.0377], [-2.8341, 0.0609, 0.0075], [-0.6731, -1.0070, -0.0665], [-1.4162, 0.3283, 0.0121], [1.2081, 0.0900, -0.8568], [2.1883, -1.3618, -0.2912], [1.9023, 0.0635, 0.9494], [-1.0775, 1.0015, 1.2256], [-1.0307, 1.2130, -1.0178]],
  "atomic_forces_ev_per_a": [[0.2, -1.3, -4.4], [-2.3, 0.5, -0.2], [2.1, -2.2, 0.0], [-2.6, 2.1, 0.7], [1.1, -0.2, 1.8], [-0.4, 1.1, 0.9], [0.3, 0.8, 1.6], [0.9, -0.5, -0.3], [0.7, -0.4, 0.0]],
  "mulliken_charge": [-0.867, -0.566, -0.153, 0.516, 0.222, 0.270, 0.362, 0.112, 0.104],
  "homo_lumo_gap_ev": [9.577, 6.490],
  "spin_multiplicity": 3,
  "homo_ha": [-0.322, -0.401],
  "lumo_energy_ev": [0.806, -4.409]
}

{
  "formula": "CH5O3PS",
  "method": "wB97M-V/def2-TZVPD",
  "symbols": ["C", "O", "S", "O", "O", "P", "H", "H", "H", "H", "H"],
  "xyz": [[-1.2155, -0.4543, 0.2291], [-0.4358, -1.4865, -0.3610], [0.7787, -0.9134, -1.2349], [-0.0182, 0.4389, -2.3096], [1.4884, -2.0241, -1.8054], [2.1346, 0.1994, 0.0792], [-1.9461, -0.9235, 0.9499], [-1.8961, 0.0310, -0.5207], [-0.4676, 0.2504, 0.7711], [3.1053, -0.5387, -0.4011], [2.4009, 1.2061, -0.8140]],
  "atomic_forces_ev_per_a": [[-1.1, 1.2, 1.2], [1.0, -0.1, -0.4], [-2.9, 4.6, -4.5], [3.0, -5.1, 4.0], [-0.5, 0.3, 0.2], [-2.1, 0.8, 1.7], [1.3, 0.2, -0.5], [1.3, -0.1, 0.5], [-1.8, -0.8, -0.8], [2.1, -1.7, -0.8], [-0.2, 0.6, -0.7]],
  "mulliken_charge": [-0.556, -0.217, 0.877, -0.598, -0.512, -0.045, 0.231, 0.296, 0.270, 0.106, 0.147],
  "homo_lumo_gap_ev": 9.556,
  "homo_ha": -0.363,
  "lumo_energy_ev": -0.331
}

{
  "formula": "CH5O3Si",
  "method": "wB97M-V/def2-TZVPD",
  "symbols": ["C", "O", "O", "O", "Si", "H", "H", "H", "H", "H"],
  "xyz": [[-0.0814, -1.9903, -0.3749], [-0.4008, -0.7360, -1.0380], [0.1638, 2.9597, 0.5422], [-0.8326, 0.2966, -0.1899], [0.2913, 1.4258, 0.3222], [-0.4580, 3.6833, 0.7658], [-0.9669, -2.2913, 0.2996], [0.7392, -1.6674, 0.3235], [1.5761, 0.9529, 0.6121], [-0.0306, -2.6332, -1.2626]],
  "atomic_forces_ev_per_a": [[-1.9, 1.0, 0.4], [1.6, -5.7, -4.6], [0.0, 1.8, -0.3], [0.0, 5.6, 4.7], [-3.1, -0.3, 1.4], [0.4, -0.9, -0.4], [1.1, 0.5, -1.0], [-0.2, -1.1, -0.9], [1.2, -0.6, -0.3], [0.9, -0.4, 0.9]],
  "mulliken_charge": [-0.400, 0.048, -0.381, -0.129, 0.567, 0.424, 0.294, 0.315, 0.010, 0.252],
  "charge": 1,
  "homo_lumo_gap_ev": [6.786, 9.197],
  "spin_multiplicity": 3,
  "homo_ha": [-0.423, -0.636],
  "lumo_energy_ev": [-4.732, -8.123]
}

{
  "formula": "CH5O3Si2",
  "method": "wB97M-V/def2-TZVPD",
  "symbols": ["C", "O", "O", "O", "Si", "Si", "H", "H", "H", "H", "H"],
  "xyz": [[-0.3655, -1.4730, -0.5072], [-0.6581, -2.6325, -0.8783], [-1.1175, -0.7473, 0.2399], [0.5482, 0.9044, -0.1545], [-0.7334, 0.9577, 0.8760], [1.2844, -0.3216, -0.8726], [-2.2504, 1.0846, 0.5998], [-0.5889, 2.5254, 1.1551], [-0.5133, 0.3408, 2.2147], [2.6228, -0.5117, -0.3791], [1.7718, -0.1268, -2.2936]],
  "atomic_forces_ev_per_a": [[0.4, -2.0, -0.6], [0.8, 1.9, 0.3], [-0.1, -1.0, -0.3], [1.5, 1.8, -0.6], [-2.1, 0.9, 0.7], [-1.4, -0.9, -0.9], [0.6, 0.3, 0.1], [0.2, -0.8, 0.0], [0.2, 0.3, 0.2], [0.6, -0.6, 1.0], [-0.8, 0.1, 0.1]],
  "mulliken_charge": [0.413, -0.642, -0.351, -0.112, 0.346, 0.364, -0.187, -0.299, -0.211, -0.163, -0.158],
  "charge": -1,
  "homo_lumo_gap_ev": 8.775,
  "homo_ha": -0.182,
  "lumo_energy_ev": 3.828
}

{
  "formula": "CH5O4",
  "method": "wB97M-V/def2-TZVPD",
  "symbols": ["O", "C", "O", "H", "H", "H", "O", "H", "H", "O"],
  "xyz": [[-0.0385, 0.6736, 0.2989], [0.7207, -0.1610, -0.3849], [0.8508, -1.4052, -0.6484], [1.4375, 0.4549, -0.9252], [-0.1641, -2.3596, -0.4598], [-1.6686, -2.7127, -0.0685], [-0.7613, -3.0466, -0.0654], [-0.5739, 2.2673, 0.6660], [0.5767, 3.0158, 0.7793], [-0.3794, 3.2734, 0.8079]],
  "atomic_forces_ev_per_a": [[1.1, -4.1, -1.2], [-0.5, 1.8, 0.1], [-0.3, 3.1, 0.8], [0.9, 0.2, -0.5], [-0.1, 0.3, 0.5], [0.5, 0.0, -0.1], [-1.6, -1.5, 0.3], [-0.4, 1.8, 0.1], [-0.7, 1.2, 0.1], [1.1, -2.8, -0.3]],
  "mulliken_charge": [-0.701, 0.050, -0.662, 0.285, 0.445, 0.253, -0.731, 0.495, 0.278, -0.714],
  "charge": -1,
  "homo_lumo_gap_ev": 9.144,
  "homo_ha": -0.183,
  "lumo_energy_ev": 4.165
}

{
  "formula": "CH5OP",
  "method": "wB97M-V/def2-TZVPD",
  "symbols": ["O", "C", "P", "H", "H", "H", "H", "H"],
  "xyz": [[-1.5161, 0.2074, 0.1235], [-0.3808, -0.5316, 0.2566], [1.4809, 0.1333, 0.2666], [-1.4390, 0.7635, -0.6593], [-0.6257, -1.0516, 1.2452], [-0.4180, -1.3612, -0.6767], [1.7266, 0.3017, -1.1208], [1.1721, 1.5384, 0.5650]],
  "atomic_forces_ev_per_a": [[-0.8, 2.2, -0.5], [0.9, -3.7, -1.0], [-1.6, 0.5, 0.6], [-0.2, 0.1, 0.0], [1.2, 0.2, -1.3], [0.6, 1.6, 2.6], [-0.4, 0.2, 0.1], [0.2, -0.9, -0.4]],
  "mulliken_charge": [-0.488, -0.355, -0.049, 0.318, 0.258, 0.221, 0.036, 0.058],
  "homo_lumo_gap_ev": 10.213,
  "homo_ha": -0.343,
  "lumo_energy_ev": 0.893
}

{
  "formula": "CH5OPS",
  "method": "wB97M-V/def2-TZVPD",
  "symbols": ["C", "O", "P", "S", "H", "H", "H", "H", "H"],
  "xyz": [[-1.0212, -0.7050, 0.6565], [-0.2854, 0.4516, 1.2248], [0.5624, 1.3021, 0.2581], [2.2024, 0.1761, -0.1907], [-1.6971, -0.9833, 1.4658], [-0.3069, -1.3786, 0.3245], [-1.7192, -0.2913, -0.1532], [-0.3417, 0.6235, -2.2837], [2.6066, 0.8049, -1.3022]],
  "atomic_forces_ev_per_a": [[-2.5, 3.1, 0.5], [-1.5, -2.2, 0.8], [0.2, 3.2, -2.3], [1.4, -1.5, 0.2], [0.5, -0.7, -0.1], [0.9, -1.6, -0.6], [1.3, -0.7, 0.8], [0.1, 0.2, 0.7], [-0.3, 0.2, 0.0]],
  "mulliken_charge": [-0.614, -0.209, 0.119, -0.258, 0.237, 0.319, 0.293, -0.066, 0.180],
  "homo_lumo_gap_ev": [8.877, 6.726],
  "homo_ha": [-0.340, -0.269],
  "lumo_energy_ev": [-0.375, -0.597]
}

{
  "formula": "CH5OS",
  "method": "wB97M-V/def2-TZVPD",
  "symbols": ["C", "S", "H", "H", "H", "H", "H", "O"],
  "xyz": [[-0.0681, -1.2028, -0.1127], [0.5032, -0.2953, -1.8108], [-0.7483, -0.6008, 0.5039], [-0.5254, -2.0749, -0.5572], [0.8635, -1.4706, 0.3577], [-0.7340, 1.7523, 0.2508], [0.7731, 1.7587, 0.5405], [-0.0641, 2.1334, 0.8278]],
  "atomic_forces_ev_per_a": [[0.6, 1.0, -2.5], [-0.6, -0.3, 1.8], [0.3, -0.3, -0.2], [-0.4, -0.3, 0.5], [0.0, 0.0, 0.5], [0.4, -0.2, -0.3], [-0.1, -0.3, -0.5], [-0.2, 0.5, 0.6]],
  "mulliken_charge": [-0.754, -0.779, 0.209, 0.205, 0.164, 0.302, 0.317, -0.665],
  "charge": -1,
  "homo_lumo_gap_ev": 6.896,
  "homo_ha": -0.089,
  "lumo_energy_ev": 4.486
}

The following energy relative to the best compared isomer or geometry (same formula, charge and spin) values (in kJ/mol) correspond, in order, to the records above: 44.8; 314.1; 37.4; 692.8; 0.0; 7.9; 108.4; 151.1; 419.3; 48.1.